[1]
ORCA calculation (ωB97M-V/def2-TZVPD) on an isolated molecule of C12H20N4O4S.

As for the largest force on an atom: 1.4 eV/A. Its energy relative to the best compared isomer or geometry (same formula, charge and spin) is 16.7 kJ/mol. The gap between HOMO and LUMO is 7.709 eV.

Structure (XYZ):
```
41
Properties=species:S:1:pos:R:3:forces:R:3
C -1.2542 4.7504 3.1280 -0.1 -0.2 -0.1
C -1.5955 3.4055 2.5061 -0.2 0.0 0.0
N -0.3745 2.6950 2.2087 0.3 0.5 0.3
C -0.2860 1.4826 1.6547 0.3 -0.1 0.0
C -1.4476 0.7529 1.2977 0.1 0.1 0.1
C -1.3682 -0.4882 0.7261 0.1 0.0 0.0
C -0.1271 -1.0764 0.4879 -0.2 -0.6 -0.3
C 1.0230 -0.4125 0.8168 0.2 0.3 0.2
C 0.9703 0.8651 1.3858 -1.1 -0.9 -0.4
N 2.2112 1.4953 1.6564 0.7 0.2 0.0
O 3.2300 0.9349 1.3036 0.2 0.0 0.0
O 2.2152 2.5859 2.2225 0.1 0.1 0.1
H 1.9890 -0.8658 0.6531 0.1 0.0 0.0
S -0.0538 -2.7032 -0.2665 0.3 0.1 0.1
O 0.7378 -3.5723 0.5497 0.3 0.1 0.0
O -1.3976 -3.0861 -0.5783 -0.1 0.3 -0.1
N 0.8178 -2.4980 -1.6727 -0.2 -0.4 0.7
H 1.7911 -2.6692 -1.4728 0.1 -0.1 0.1
C 0.5786 -1.3295 -2.4930 -0.5 0.6 -0.3
H 0.6930 -0.4059 -1.9048 0.1 -0.1 -0.2
H 1.3268 -1.3209 -3.2889 0.0 0.0 0.1
C -0.8395 -1.3811 -3.0987 0.1 0.0 0.0
N -1.3346 -0.1357 -3.6420 0.0 0.0 0.0
C -0.5326 0.3947 -4.7225 -0.1 0.0 0.1
H 0.4299 0.8118 -4.3903 0.1 0.0 0.0
H -0.3414 -0.3957 -5.4455 0.1 0.0 -0.1
H -1.0942 1.1872 -5.2173 0.1 0.1 -0.1
C -1.6438 0.8682 -2.6501 0.0 0.0 -0.1
H -2.2685 0.4261 -1.8764 -0.1 0.0 0.1
H -2.2017 1.6704 -3.1337 0.0 0.1 0.1
H -0.7561 1.3133 -2.1715 0.0 0.0 0.0
H -0.8504 -2.1260 -3.8980 0.0 -0.1 0.1
H -1.5315 -1.7191 -2.3266 0.0 0.0 -0.2
H -2.2514 -1.0455 0.4569 -0.2 0.0 0.0
H -2.4124 1.1924 1.4868 -0.1 0.1 0.0
H 0.5045 3.1469 2.4510 -0.3 -0.3 -0.1
H -2.2081 2.8192 3.2019 0.0 0.0 -0.1
H -2.1727 3.5562 1.5854 0.0 0.0 0.1
H -0.6935 4.6113 4.0489 0.1 0.0 0.1
H -2.1645 5.2971 3.3569 0.0 0.1 0.0
H -0.6564 5.3457 2.4422 0.1 0.1 -0.1
```
Positions in Å, forces in eV/Å.



[2]
ORCA calculation (ωB97M-V/def2-TZVPD) on a structure of composition C12H20N4OS3Sn.

As for the largest force on an atom: 1.8 eV/A. The charge is +2. The gap between HOMO and LUMO is 5.887 eV.

Structure (XYZ):
```
41
Properties=species:S:1:pos:R:3:forces:R:3
Sn 1.2341 -0.3353 0.9093 0.6 0.7 -0.9
C -1.1461 -1.7720 5.1682 0.3 0.5 0.3
N -1.7782 -2.6871 4.2663 0.1 -0.1 -0.4
C -2.8656 -3.5561 4.7101 -0.3 -0.2 0.2
C -3.2470 -4.3268 3.4325 -0.4 -0.4 0.1
N -2.3503 -3.7463 2.4432 0.1 0.1 -0.1
C -1.5549 -2.8265 2.9742 -0.2 -0.1 -0.4
S -0.3867 -1.9514 2.0444 -0.1 -0.2 0.4
H -0.9725 -2.2689 6.1200 0.1 -0.1 0.0
H -1.7793 -0.9014 5.3490 0.0 0.0 0.0
H -0.1925 -1.4475 4.7529 -0.1 0.0 0.1
H -3.6950 -2.9524 5.0889 0.1 0.0 0.0
H -2.5225 -4.2092 5.5190 0.0 0.1 -0.2
H -4.2869 -4.1642 3.1372 0.1 0.0 0.1
H -3.0744 -5.4028 3.5220 0.0 0.2 0.0
H -2.3122 -4.0422 1.4833 0.1 0.1 0.0
N -1.2821 4.4762 -4.3974 -0.1 -0.4 0.1
C -0.4721 4.6471 -3.3421 0.2 1.7 -0.6
S 0.2789 6.1015 -3.1039 -0.1 -0.3 0.0
C -0.2212 3.5316 -2.4245 0.1 -1.1 0.7
C -0.6848 2.2288 -2.6593 0.2 0.5 0.1
C -0.3736 1.2291 -1.7615 -0.1 -0.5 0.0
N 0.3565 1.4322 -0.6636 0.1 -0.4 0.2
C 0.7957 2.6747 -0.4264 0.2 -0.1 0.3
C 0.5359 3.7359 -1.2618 -0.1 -0.1 -0.2
H -1.4465 5.2836 -4.9797 0.0 -0.1 0.0
H -1.8507 3.6609 -4.5559 0.0 0.1 0.1
H -1.2606 1.9869 -3.5376 -0.1 -0.1 0.0
H -0.7195 0.2105 -1.9060 -0.1 0.1 -0.1
H 1.3820 2.7964 0.4846 -0.1 0.2 -0.2
H 0.9167 4.7229 -1.0424 0.0 0.0 0.0
C 4.2679 0.8760 -2.2113 0.1 -0.4 0.1
S 3.8948 -0.8498 -1.7780 -0.8 0.9 -0.7
C 2.8702 -1.2082 -3.2331 0.3 -0.2 0.2
O 2.8458 -0.7189 -0.6564 -0.4 -0.1 0.6
H 4.8690 0.8635 -3.1167 0.1 0.0 -0.1
H 4.8491 1.3287 -1.4133 0.1 -0.1 0.1
H 3.3525 1.4413 -2.3676 -0.2 -0.2 0.0
H 3.4277 -0.9456 -4.1261 0.1 0.0 -0.1
H 1.9424 -0.6439 -3.1872 0.1 0.2 0.2
H 2.6559 -2.2709 -3.2531 0.0 -0.1 0.1
```
Positions in Å, forces in eV/Å.



[3]
ORCA calculation (ωB97M-V/def2-TZVPD) on a structure of composition C12H20O12S2.

As for the largest force on an atom: 10.9 eV/A. Its energy relative to the best compared isomer or geometry (same formula, charge and spin) is 2268.3 kJ/mol. The gap between HOMO and LUMO is 8.930 eV.

Structure (XYZ):
```
46
Properties=species:S:1:pos:R:3:forces:R:3
O -3.5387 -2.2571 -1.2718 1.2 1.2 0.4
C -2.8060 -1.3283 -0.9696 -3.7 0.9 -0.7
O -1.5621 -1.5107 -0.6252 -4.7 7.4 -1.5
C -0.9339 -0.2543 -0.1496 -3.9 -1.3 -0.3
C -1.6879 0.7539 -0.8794 -6.5 -3.3 -0.2
C -3.1379 0.1967 -0.9096 1.1 -1.3 0.4
H 0.1398 -0.1201 -0.2811 -2.4 -2.0 -0.7
H -0.9541 -0.1622 0.9363 -4.4 -1.2 -2.4
H -1.3318 0.7418 -1.9095 -3.1 -2.3 1.1
H -1.4830 1.7097 -0.3972 -3.3 -1.0 -0.7
H -3.7059 0.4161 -1.8136 -0.1 0.4 0.4
H -3.6428 0.3881 0.0373 -0.6 0.0 -0.2
O 2.3307 -0.9505 1.3622 2.1 -8.1 -4.1
C 1.6694 -1.6575 0.5943 0.3 -0.8 0.5
O 1.7011 -1.3886 -0.7012 1.3 -2.5 2.5
C 0.5581 -1.9029 -1.3699 0.2 -3.2 -1.0
C -0.1515 -2.8530 -0.3765 2.3 -3.7 0.9
C 0.6013 -2.7735 0.8924 3.2 0.2 0.3
H 1.0597 -2.4671 -2.1561 -0.7 -0.1 -0.5
H 0.0028 -1.0409 -1.7398 0.1 -2.5 -0.4
H -0.3441 -3.8093 -0.8627 0.7 -0.4 0.4
H -1.1207 -2.5487 0.0187 2.1 -3.1 0.1
H 1.1511 -3.6940 1.0890 0.3 0.1 0.6
H 0.0308 -2.4798 1.7734 0.0 -0.2 0.1
C 0.1779 2.1251 -0.5471 3.8 1.5 -3.6
C 1.2826 1.0372 -0.4647 2.6 1.5 -1.8
O 1.0457 0.2161 -1.6351 1.8 4.9 -4.6
S 0.6254 1.2085 -2.8985 -0.8 0.2 0.7
O -0.1743 0.5937 -4.0057 2.4 1.4 4.0
O 1.7690 2.0343 -3.1476 -0.9 -0.5 -0.5
O -0.4144 1.8500 -1.7900 5.7 7.2 -5.8
H 0.5966 3.1315 -0.5457 0.0 -0.1 0.1
H -0.4918 1.8978 0.2823 0.4 2.0 -3.2
H 1.2946 0.3834 0.4074 0.4 1.2 -1.3
H 2.3278 1.3327 -0.5558 -0.2 0.7 0.1
C 0.0904 0.3522 1.9764 1.9 -1.9 2.4
C 1.4235 0.2975 2.5785 0.0 2.8 2.6
O 1.4674 1.5338 3.2014 -0.6 6.0 1.9
S 0.8963 2.7494 2.2164 -0.2 0.0 3.4
O 1.9597 3.0951 1.3178 -1.0 0.1 0.6
O 0.0954 3.8021 2.9117 2.4 -3.6 -2.1
O -0.0895 1.6275 1.4648 0.2 1.1 7.5
H -0.7240 0.0872 2.6507 -0.1 -0.2 0.0
H 0.1540 -0.2448 1.0666 1.6 -0.2 3.5
H 2.2097 0.2675 1.8242 -0.5 2.6 1.5
H 1.6337 -0.3857 3.4014 -0.3 -0.2 -0.4
```
Positions in Å, forces in eV/Å.



[4]
ORCA calculation (ωB97M-V/def2-TZVPD) on a structure of composition C12H21Br3ClN2O4S.

As for the largest force on an atom: 7.4 eV/A. The charge is +1. The gap between HOMO and LUMO is 8.727 eV.

Structure (XYZ):
```
44
Properties=species:S:1:pos:R:3:forces:R:3
C 0.0834 3.8861 0.6368 -1.1 0.0 -0.6
C -0.2424 2.3367 0.6584 1.9 -0.8 -0.3
N -1.3823 1.6724 0.7649 2.3 1.4 1.4
N -2.6178 2.2757 0.9264 -1.1 0.8 1.0
C -1.2874 0.1631 0.6939 1.2 -0.2 -4.2
C -1.9783 -0.1098 -0.7652 0.6 -0.6 -0.3
C -2.0426 -1.6602 -1.1396 -4.1 -2.1 0.0
O -3.1873 -2.1788 -1.1907 4.0 1.8 0.3
O -0.9264 -2.4932 -1.3678 -1.3 1.5 1.4
S -2.1261 -0.6917 2.1074 -5.4 2.5 4.5
C -1.9941 -2.5396 2.0822 1.4 -1.0 0.2
O -1.6813 -0.0877 3.4199 0.8 -1.7 -3.6
O -3.6122 -0.3805 1.9811 3.9 -1.0 -1.0
C 0.2571 -0.1130 0.3747 2.5 0.6 1.3
C 1.1197 -1.0966 1.2998 1.2 -0.5 -0.3
C 2.5196 -1.4045 0.5249 -0.5 -1.1 -0.6
C 2.3524 -2.6387 -0.5232 0.0 -0.3 0.9
Cl 2.2435 -2.0505 -2.2629 0.1 -0.3 1.1
C 0.9870 1.3312 0.5329 -1.6 0.5 1.1
H 0.3390 4.1731 -0.4513 -0.4 -0.6 1.5
H -0.7979 4.5490 0.9386 1.2 -1.0 -0.3
H 0.9898 4.1868 1.2584 -1.2 -0.9 -0.7
H -2.5519 3.3074 0.8886 0.4 -0.8 -0.4
H -2.9920 2.0906 1.8831 0.3 -0.5 -0.9
H -3.0163 0.3480 -0.8220 1.2 -1.1 0.2
H -1.3037 0.4027 -1.5395 -0.9 -0.6 1.2
H -1.2352 -3.3975 -1.1056 0.0 0.8 -0.8
H -1.4658 -2.8276 3.0662 -0.8 0.7 -1.5
H -1.3383 -2.8939 1.2210 -0.9 0.6 1.1
H -3.0137 -3.0404 2.0391 1.1 1.3 -0.1
H 0.4929 -0.4559 -0.6838 -1.1 0.3 1.2
H 1.4232 -0.6656 2.3100 -0.9 -0.3 -1.3
H 0.6518 -2.1154 1.4925 0.4 1.4 -0.3
H 2.8812 -0.5267 -0.1021 -0.3 -1.0 1.1
H 3.3138 -1.7382 1.2725 -1.1 0.7 -0.9
H 1.3985 -3.2333 -0.3102 1.3 0.9 -0.4
H 3.2286 -3.3741 -0.4536 -1.2 1.3 -0.3
H 1.4980 1.4191 1.5584 -0.7 -0.2 -1.3
H 1.7816 1.6093 -0.2313 -1.4 -0.4 1.0
C 2.6766 1.6996 -4.2501 0.2 -0.1 -0.5
Br 1.7889 2.0985 -2.5690 0.1 0.0 -0.5
Br 4.3334 0.7334 -3.9748 -0.4 0.2 0.0
Br 1.4983 0.7778 -5.4817 0.2 0.2 0.4
H 2.9348 2.6530 -4.7074 -0.1 -0.2 0.2
```
Positions in Å, forces in eV/Å.